Record 1
Molecular formula: C54H124N4O10
Method: DFT, ωB97M-V with the def2-TZVPD basis set

Structure (XYZ):
```
192
C54H124N4O10 | the OMol25 dataset | ωB97M-V with the def2-TZVPD basis set
C -4.64421 -2.21226 -4.54398
C -5.50373 -2.33769 -3.23899
C -5.41605 -3.80888 -2.78854
C -4.15245 -4.12588 -1.98733
C -4.00338 -3.09434 -0.89140
C -3.87810 -1.64427 -1.40053
N -5.01175 -1.36294 -2.26521
O -5.08797 -0.02011 -2.64743
C -3.86396 -0.72359 -0.17411
C -2.51280 -1.50939 -2.12784
C -6.93456 -2.00444 -3.60969
H -4.58568 -1.14981 -4.79469
H -5.07163 -2.78098 -5.36626
H -3.61078 -2.47061 -4.31572
H -6.25672 -4.08582 -2.14718
H -5.45002 -4.45421 -3.66609
H -3.22606 -4.18679 -2.56838
H -4.16706 -5.12280 -1.53697
H -3.26454 -3.26975 -0.11038
H -4.97840 -3.06375 -0.38044
H -4.80955 -0.80612 0.36301
H -3.03843 -1.04792 0.45902
H -3.70609 0.30449 -0.50104
H -1.69255 -1.11098 -1.52134
H -2.11839 -2.41964 -2.58391
H -2.56237 -0.81028 -2.97106
H -7.37286 -2.70632 -4.32265
H -7.11285 -0.98925 -3.96431
H -7.60027 -2.10874 -2.74179
H -5.85029 0.31196 -2.15819
C 1.17600 -5.41662 2.68879
C 0.25424 -4.88211 3.80100
C 1.17877 -4.64698 5.00157
C 0.55015 -3.71258 6.04365
C 0.27473 -2.36048 5.43584
C -0.57675 -2.43676 4.16345
N -0.26381 -3.59900 3.33086
O -1.00781 -3.67731 2.13759
C -2.07679 -2.43425 4.49933
C -0.28861 -1.12852 3.39744
C -0.85860 -5.89511 4.11527
H 0.68513 -5.62508 1.73568
H 1.73216 -6.28899 3.03447
H 1.89491 -4.64229 2.41466
H 1.33542 -5.58776 5.53556
H 2.16870 -4.25475 4.75985
H 1.25426 -3.59164 6.87044
H -0.35499 -4.20298 6.41205
H 1.20394 -1.80444 5.28706
H -0.30370 -1.76571 6.14809
H -2.35045 -1.83395 5.36863
H -2.70721 -2.16563 3.65072
H -2.45594 -3.43230 4.75033
H 0.72057 -1.19967 2.98146
H -0.96154 -0.90215 2.56652
H -0.40297 -0.29915 4.09917
H -0.46635 -6.77898 4.63253
H -1.27326 -6.29055 3.18846
H -1.63548 -5.53542 4.78862
H -0.42246 -3.21031 1.52851
C -0.90133 -0.81421 -5.64199
C 0.42161 -0.23960 -5.12262
C 0.92733 -1.24201 -4.05817
C 2.32153 -0.89101 -3.57272
C 3.25414 -0.97460 -4.79513
C 2.80767 -0.07776 -5.96400
N 1.36903 -0.25199 -6.23756
O 0.97318 0.64819 -7.25652
C 3.24564 1.35696 -5.64405
C 3.54757 -0.62818 -7.20091
C 0.13111 1.08723 -4.41365
H -0.77404 -1.80658 -6.09014
H -1.40393 -0.16424 -6.35786
H -1.62822 -1.08011 -4.86630
H 0.21218 -1.29718 -3.23680
H 1.01702 -2.23137 -4.51806
H 2.74122 -1.52192 -2.78748
H 2.37152 0.13098 -3.18248
H 3.13781 -2.01909 -5.10425
H 4.29743 -0.75693 -4.56800
H 4.32642 1.44059 -5.75510
H 2.73730 2.16445 -6.17317
H 2.97236 1.58873 -4.60964
H 4.61351 -0.70191 -6.96919
H 3.24568 -1.65313 -7.42402
H 3.38784 -0.03033 -8.09699
H -0.58573 0.85943 -3.62076
H -0.37617 1.82693 -5.03504
H 1.04357 1.49370 -3.99497
H 0.71693 0.05932 -7.97473
C 0.07366 1.99852 6.62851
C -1.01056 2.92945 6.09022
C -0.31822 4.10619 5.41174
C -1.23937 4.92994 4.53006
C -1.78528 4.01064 3.44075
C -2.53953 2.78150 3.96742
N -1.74677 2.15723 5.06341
O -2.33532 0.98894 5.59787
C -3.92337 3.20028 4.49765
C -2.71996 1.83145 2.79234
C -1.92151 3.37384 7.22355
H 0.61362 1.39192 5.90107
H -0.41065 1.25330 7.26701
H 0.81736 2.53820 7.21916
H 0.11537 4.80801 6.13428
H 0.55082 3.72764 4.86595
H -0.77096 5.80620 4.08560
H -2.06040 5.27230 5.16627
H -1.03059 3.75010 2.69626
H -2.50762 4.63197 2.89564
H -4.41228 2.46590 5.13803
H -3.98016 4.19954 4.93166
H -4.57897 3.29458 3.62319
H -1.75205 1.50883 2.39711
H -3.34224 0.94507 2.92474
H -3.14675 2.30585 1.90085
H -2.72574 4.03854 6.90609
H -1.37882 3.86989 8.03302
H -2.40806 2.54716 7.75416
H -3.03888 1.37828 6.14962
C -3.87734 3.00919 -1.97906
C -3.23790 4.29289 -2.51101
C -3.75900 4.65391 -3.90602
O -3.56616 5.37730 -1.64756
H -4.96803 3.05468 -1.97598
H -3.61969 2.81212 -0.93747
H -3.55395 2.19914 -2.63450
H -2.14912 4.23248 -2.60205
H -4.85088 4.66470 -3.93002
H -3.47647 3.91113 -4.65600
H -3.37426 5.63852 -4.16321
H -2.79779 5.77098 -1.23202
C 5.14331 1.07633 -1.69973
C 5.43411 -0.28526 -1.09182
C 6.67815 -0.90727 -1.74607
O 5.73110 -0.16946 0.30364
H 4.63624 1.07019 -2.66693
H 6.01626 1.72236 -1.84431
H 4.51256 1.66274 -1.02336
H 4.54961 -0.91064 -1.21016
H 7.55513 -0.41607 -1.31829
H 6.66080 -0.88108 -2.83518
H 6.83084 -1.95579 -1.47796
H 6.56647 0.29279 0.42977
C 2.55780 1.76343 3.55717
C 3.83337 1.21607 2.94625
C 3.98947 -0.25050 3.30227
O 3.66502 1.29794 1.50926
H 2.67817 1.78268 4.65029
H 1.67907 1.13544 3.41702
H 2.39650 2.82412 3.35600
H 4.68731 1.84514 3.20624
H 3.14727 -0.80305 2.88020
H 3.96943 -0.43823 4.37766
H 4.91127 -0.65841 2.88439
H 4.33020 0.71602 1.09059
C 5.06261 -3.85012 0.08170
C 3.64113 -4.40711 -0.05566
C 2.69504 -3.36124 -0.60817
O 3.60552 -5.57797 -0.85653
H 5.61259 -3.85022 -0.86009
H 5.62266 -4.49068 0.76901
H 5.09709 -2.86108 0.54222
H 3.26247 -4.70179 0.92072
H 2.45383 -2.55982 0.08944
H 1.77889 -3.89496 -0.87874
H 3.09597 -2.95523 -1.54278
H 3.87406 -5.35958 -1.75599
C -0.66236 2.11477 -0.45108
C 0.50016 1.54343 0.34733
C 0.92874 0.19695 -0.22991
O 1.55926 2.48586 0.21991
H -1.58963 1.59900 -0.18346
H -0.47444 2.01462 -1.51907
H -0.88158 3.14784 -0.17096
H 0.22273 1.42489 1.39928
H 1.64056 -0.30808 0.43238
H 1.41650 0.25816 -1.19994
H 0.06060 -0.47095 -0.25197
H 2.33472 2.20085 0.74126
C 1.39645 4.16580 -3.04037
C 2.34332 4.82936 -2.05035
C 3.05338 6.06519 -2.53560
O 1.68455 5.05511 -0.79688
H 0.45958 4.71068 -3.13896
H 1.28838 3.11337 -2.78189
H 1.85408 4.07865 -4.03388
H 3.12288 4.12077 -1.73264
H 2.41774 6.76326 -3.08282
H 3.84830 5.73709 -3.21259
H 3.58495 6.59086 -1.74246
H 1.38461 4.18283 -0.47759
```

Summary:
Structure (SMILES) = CC1(C)CCCC(C)(C)N1O.CC1(C)CCCC(C)(C)N1O.CC1(C)CCCC(C)(C)N1O.CC1(C)CCCC(C)(C)N1O.CC(C)O.CC(C)O.CC(C)O.CC(C)O.CC(C)O.CC(C)O
Molar mass = 989.60 g/mol
Energy relative to the best compared isomer or geometry (same formula, charge and spin) = 116.8 kJ/mol
Electronic energy = -84439.8736 eV
Total charge = 0
Multiplicity = 1


Record 2
Molecular formula: C54H126
Method: DFT, ωB97M-V with the def2-TZVPD basis set

Structure (XYZ):
```
180
C54H126 | the OMol25 dataset | ωB97M-V with the def2-TZVPD basis set
C 0.28622 3.03182 -7.89830
C -0.15826 3.92559 -6.76178
C 0.94571 4.92849 -6.38980
C 2.16187 4.17325 -5.89446
C 3.18159 5.01452 -5.11913
C 4.14872 4.10618 -4.33564
H -0.53694 2.32228 -7.95580
H 1.19267 2.46968 -7.65033
H 0.42327 3.67393 -8.79280
H -1.09918 4.34979 -7.09187
H -0.36969 3.31601 -5.90415
H 0.58596 5.68134 -5.64300
H 1.17531 5.52832 -7.27025
H 1.90587 3.31582 -5.19310
H 2.60710 3.69519 -6.77863
H 3.69119 5.71494 -5.79581
H 2.66739 5.67162 -4.43228
H 4.81280 3.61841 -5.01533
H 4.71528 4.73032 -3.61651
H 3.52591 3.40873 -3.69493
C -0.93757 -0.92018 -6.29461
C -1.32259 0.50892 -5.73811
C -1.93111 0.50392 -4.38516
C -3.40947 0.05697 -4.39403
C -4.16809 0.31432 -3.09862
C -4.31173 1.74100 -2.66259
H -0.36800 -1.42289 -5.51692
H -0.30519 -0.89699 -7.13433
H -1.86856 -1.52692 -6.49235
H -0.45024 1.13150 -5.76701
H -2.02223 0.91682 -6.44218
H -1.93042 1.54389 -4.10775
H -1.36049 -0.00861 -3.64151
H -3.90288 0.64394 -5.15605
H -3.54777 -1.05694 -4.55662
H -5.09373 -0.19622 -3.33635
H -3.64675 -0.23664 -2.27640
H -4.87568 1.81782 -1.74889
H -3.31382 2.20170 -2.53378
H -4.88505 2.35753 -3.38527
C -5.26783 -3.28750 -1.77667
C -4.48437 -4.01402 -0.68180
C -3.12224 -4.49732 -1.15611
C -2.37360 -5.23375 -0.09952
C -0.95760 -5.69133 -0.40151
C -0.24559 -6.23000 0.78426
H -6.29499 -2.98066 -1.47069
H -5.44586 -3.89342 -2.70175
H -4.74625 -2.35535 -2.04165
H -4.28105 -3.29102 0.16255
H -5.07241 -4.85112 -0.29386
H -2.48170 -3.61824 -1.37929
H -3.19049 -5.11071 -2.06640
H -2.32618 -4.50330 0.68787
H -3.04339 -6.00848 0.27675
H -1.02308 -6.56577 -1.05865
H -0.39873 -4.88446 -0.92842
H 0.63722 -6.79513 0.46795
H 0.02673 -5.44573 1.44113
H -0.88021 -7.02199 1.28356
C 2.77405 0.23041 -5.56479
C 2.48015 -0.24487 -4.10669
C 3.38283 -1.36355 -3.66195
C 3.19237 -1.70599 -2.20371
C 4.18767 -2.76700 -1.61893
C 4.08908 -2.88291 -0.07987
H 2.65778 -0.56848 -6.28921
H 3.82246 0.41358 -5.71537
H 2.22653 1.13762 -5.96202
H 2.52126 0.69613 -3.55141
H 1.44516 -0.61792 -3.98230
H 4.44982 -1.07353 -3.81176
H 3.29025 -2.35218 -4.24747
H 3.26573 -0.69670 -1.70788
H 2.11906 -2.03096 -2.01084
H 4.07698 -3.75600 -2.05835
H 5.18214 -2.38092 -1.86423
H 3.15497 -3.31945 0.15775
H 4.87597 -3.50441 0.25989
H 4.16110 -1.87953 0.37598
C -4.09809 4.42794 6.20027
C -2.96423 4.74181 5.24947
C -3.02895 4.00505 3.95449
C -2.10804 4.68166 2.92588
C -1.99739 3.95506 1.59607
C -3.31611 4.15025 0.87689
H -4.08143 3.34003 6.42391
H -4.99813 4.62252 5.65886
H -4.11882 4.94876 7.12854
H -2.93082 5.82563 5.08390
H -2.05032 4.54903 5.81067
H -4.05145 4.01566 3.61642
H -2.88398 2.88753 4.00069
H -2.48435 5.70847 2.77535
H -1.15708 4.85441 3.46686
H -1.15048 4.34164 1.00512
H -1.88617 2.87644 1.69229
H -4.06787 3.56858 1.43449
H -3.60342 5.19715 0.90343
H -3.39748 3.78810 -0.17544
C -4.61135 -0.08817 0.79823
C -4.09953 0.16293 2.21541
C -3.46104 -1.05526 2.85952
C -2.46473 -0.74782 3.94114
C -1.74497 -1.93620 4.47259
C -0.63725 -1.65306 5.45960
H -5.51018 -0.71218 0.83655
H -3.89186 -0.71861 0.31751
H -4.85237 0.84042 0.19474
H -3.28821 0.94894 2.23205
H -4.94246 0.57537 2.79030
H -3.05128 -1.69230 2.02164
H -4.27722 -1.67335 3.20867
H -1.77440 -0.01285 3.54413
H -3.03161 -0.26326 4.79302
H -2.50433 -2.59045 4.97136
H -1.37282 -2.43806 3.58202
H -1.05677 -1.16507 6.37008
H -0.05841 -2.56466 5.78081
H 0.07986 -0.97512 5.03379
C 0.68294 3.11340 5.26659
C 1.71908 2.54965 4.30823
C 1.89629 3.27356 3.01239
C 3.02817 2.80508 2.12299
C 2.95307 3.48035 0.73001
C 3.33384 4.96588 0.90513
H 0.91562 4.16610 5.52107
H 0.62966 2.56874 6.18860
H -0.30728 3.08951 4.79548
H 2.70932 2.47161 4.77432
H 1.43185 1.57569 4.05244
H 1.97161 4.32834 3.29392
H 0.94437 3.22504 2.44366
H 3.96593 3.16075 2.59462
H 2.93359 1.67273 2.12546
H 3.57933 2.94968 0.01323
H 1.94334 3.42239 0.29249
H 4.32551 5.06814 1.37796
H 3.23777 5.55307 -0.00147
H 2.73009 5.29034 1.70892
C 0.20365 -1.50551 0.65632
C -0.38862 -0.16173 0.20799
C 0.49867 0.49853 -0.88280
C -0.06407 1.87062 -1.30491
C 0.62573 2.70373 -2.37750
C -0.13959 4.06616 -2.59700
H 0.19106 -2.25842 -0.12335
H -0.48234 -1.97850 1.37725
H 1.17980 -1.37204 1.09594
H -1.42236 -0.28709 -0.16503
H -0.51755 0.51825 1.03403
H 0.51376 -0.20337 -1.74431
H 1.50599 0.58479 -0.49955
H -1.11211 1.73738 -1.64283
H -0.07022 2.56007 -0.46924
H 1.66455 3.00357 -2.08584
H 0.70540 2.12657 -3.31460
H 0.31304 4.74452 -3.35058
H -1.20943 3.89318 -2.86880
H -0.10525 4.60748 -1.68136
C 4.23964 -9.36063 6.66959
C 4.55962 -8.18171 5.75354
C 3.76308 -6.84480 6.15355
C 3.77293 -5.85756 4.88399
C 3.20457 -4.51315 5.18661
C 3.14763 -3.56658 4.01066
H 4.20734 -9.00004 7.69315
H 5.01590 -10.16139 6.57487
H 3.21265 -9.78635 6.54115
H 5.60587 -7.92286 5.90885
H 4.40429 -8.38845 4.66895
H 4.36931 -6.32295 6.93556
H 2.70917 -7.09562 6.47211
H 4.82194 -5.73704 4.59005
H 3.32073 -6.32244 4.03196
H 2.19829 -4.69317 5.55603
H 3.77395 -4.04172 6.01121
H 2.55607 -3.96492 3.18426
H 2.80076 -2.60989 4.31851
H 4.13248 -3.43716 3.51199
```

Summary:
Structure (SMILES) = CCCCCC.CCCCCC.CCCCCC.CCCCCC.CCCCCC.CCCCCC.CCCCCC.CCCCCC.CCCCCC
Molar mass = 775.60 g/mol
Energy relative to the best compared isomer or geometry (same formula, charge and spin) = 110.0 kJ/mol
Electronic energy = -58041.3577 eV
Total charge = 0
Multiplicity = 1